A cluster of 3 separate species, C4H8N2OS in total. Source: OMol25; level of theory: wB97M-V/def2-TZVPD.

Output
Energy above the lowest of the compared OMol25 structures with the same formula, charge and spin ... 107.2 kcal per mole
Multiplicity ... 1
HOMO level ... -8.84 eV
LUMO ... 0.51 eV
Strongest force on any atom ... 4.264 eV/A
Gap between HOMO and LUMO ... 9.354 eV
Net charge ... 0
Energy ... -739.99112 Ha

XYZ file:
```
16
C4H8N2OS wB97M-V/def2-TZVPD
C 1.914 0.227 0.334
C 1.508 0.205 -0.914
C 1.126 -0.494 1.323
C 0.158 -0.237 -1.424
N -0.005 -0.214 1.790
N -0.957 0.228 -0.621
O 0.039 2.067 0.717
S -0.925 0.979 0.859
H 2.833 0.772 0.686
H 2.198 0.447 -1.669
H -3.887 -0.115 0.617
H 1.637 -1.189 2.014
H 0.021 0.095 -2.524
H 0.009 -1.351 -1.403
H -1.773 -0.367 -0.623
H -3.895 -1.054 0.839
```